(1)
{"formula": "C26H30F10IrN4O2S2Si", "method": "ωB97M-V with the def2-TZVPD basis set", "s_squared": 0.779, "max_force_ev_per_a": 6.30, "e_lumo_ev": [-1.9, -2.7], "e_homo_ev": [-7.41, -7.22], "spin_multiplicity": 2, "gap_ev": [5.56, 4.52], "symbols": ["C", "C", "H", "H", "F", "F", "H", "C", "F", "C", "H", "C", "H", "H", "H", "H", "H", "C", "C", "C", "C", "H", "C", "H", "H", "C", "H", "H", "C", "C", "H", "C", "C", "H", "O", "H", "O", "H", "H", "C", "H", "H", "S", "F", "C", "C", "F", "C", "H", "C", "C", "H", "N", "C", "N", "S", "C", "H", "C", "H", "F", "C", "H", "F", "F", "F", "N", "Si", "H", "C", "F", "H", "H", "N", "H", "Ir"], "positions_angstrom": [[0.543, 1.155, -5.658], [-0.455, -3.676, 2.698], [4.152, 0.837, 2.602], [-3.611, -2.753, -4.496], [-0.643, -5.770, 3.734], [-1.085, -3.172, 3.778], [-1.677, -0.948, 2.942], [-0.168, 2.386, 0.707], [0.865, -2.835, -0.572], [0.822, 0.262, -3.457], [2.767, 0.747, 3.694], [2.649, -0.629, 2.049], [-0.766, -3.724, -4.437], [-1.338, 2.843, -1.045], [2.873, -1.806, -1.230], [-3.185, -1.058, -4.285], [-0.943, 1.310, 3.251], [-1.741, -1.186, -1.328], [3.459, 0.157, 3.091], [-0.409, 0.746, 2.477], [4.332, -0.527, -0.644], [0.651, 0.967, 2.565], [0.487, -3.540, 0.534], [-0.429, -2.005, -4.564], [-2.712, 0.266, 1.349], [-2.329, -4.135, -1.753], [0.893, 2.291, 0.943], [-1.403, -4.651, -1.501], [-0.079, -2.830, 1.623], [-2.278, 1.206, 1.014], [0.401, -2.978, -3.348], [-0.227, 2.373, -3.725], [4.399, -2.885, -0.184], [-2.004, -0.172, -1.618], [2.088, 0.113, 1.174], [6.453, -2.934, 0.587], [2.587, -1.857, 2.128], [-4.342, -1.820, -3.193], [5.225, -2.407, 1.764], [-0.626, -0.739, 2.708], [-2.888, -3.987, -0.829], [-0.579, 3.256, 1.235], [5.820, -0.634, 0.266], [-0.855, 3.478, -3.284], [1.006, 0.155, -4.815], [0.703, -4.897, 0.514], [1.622, -0.909, -5.325], [-0.549, -2.825, -3.859], [4.774, -3.540, -0.976], [5.526, -2.382, 0.719], [-0.304, 2.593, -0.786], [0.315, 3.450, -1.070], [-0.215, -1.496, 1.550], [0.229, 1.385, -2.819], [-0.825, 1.149, 1.135], [3.730, 0.884, -1.259], [0.352, -5.670, 1.609], [-2.915, -4.807, -2.378], [-3.421, -1.979, -3.753], [-2.163, -1.454, -0.363], [0.670, 1.049, -6.977], [-0.247, -5.041, 2.688], [-2.568, 1.357, -0.023], [1.226, -0.759, -2.671], [-0.557, 3.216, -5.885], [0.557, -6.990, 1.607], [0.145, 1.406, -1.474], [-1.961, -2.496, -2.637], [-0.039, -1.023, 3.587], [-0.080, 2.256, -5.093], [1.242, -5.469, -0.567], [3.655, -3.416, 0.412], [3.999, -0.534, 3.733], [3.776, -1.725, -0.795], [-2.679, 2.023, 1.622], [0.332, -0.356, -0.231]]}

***

(2)
{"formula": "C44H67BBrF2IrN3O2P2", "method": "ωB97M-V with the def2-TZVPD basis set", "s_squared": 6.027, "charge": -1, "max_force_ev_per_a": 0.54, "e_lumo_ev": [2.0, 2.0], "e_homo_ev": [-1.32, -4.96], "spin_multiplicity": 5, "gap_ev": [3.33, 6.98], "symbols": ["H", "H", "H", "C", "H", "H", "H", "C", "C", "H", "H", "C", "N", "C", "H", "C", "H", "C", "H", "H", "C", "C", "H", "H", "H", "H", "C", "C", "C", "H", "H", "H", "C", "H", "H", "H", "H", "H", "H", "H", "H", "H", "C", "H", "H", "H", "H", "P", "C", "H", "H", "H", "C", "C", "C", "H", "H", "H", "H", "O", "C", "C", "H", "P", "H", "O", "H", "C", "C", "H", "C", "H", "C", "H", "C", "H", "C", "H", "C", "C", "H", "C", "H", "C", "N", "C", "H", "C", "H", "H", "Br", "C", "H", "C", "H", "H", "Ir", "C", "H", "C", "B", "H", "F", "C", "C", "H", "H", "H", "H", "F", "C", "H", "H", "H", "C", "C", "H", "N", "C", "H", "C", "H", "C"], "positions_angstrom": [[-0.383, -6.522, 3.309], [-0.080, -5.615, -1.507], [-7.035, -3.738, -1.023], [3.520, -4.312, -0.543], [6.108, 1.822, -0.817], [5.381, 0.606, 2.618], [3.758, 2.597, -0.019], [-5.947, -3.714, -0.937], [-0.637, -5.037, -2.244], [5.066, -5.798, -0.446], [0.377, -4.348, 3.309], [-4.109, -2.445, 0.273], [0.397, -0.345, 1.867], [4.033, 0.168, -2.386], [-1.666, -3.020, -3.663], [-1.304, -3.492, 2.294], [5.658, -1.226, -2.791], [1.007, -4.393, -4.048], [-0.412, -6.143, 0.668], [0.520, -3.340, -1.608], [4.253, -1.993, -0.509], [1.788, -1.488, 3.454], [-0.910, -5.284, -4.385], [-0.790, -1.666, -2.985], [-3.457, -3.880, -2.760], [0.841, 0.915, -1.225], [-6.514, 1.775, 1.501], [3.723, 1.650, -2.616], [1.452, -0.540, 4.426], [-4.757, 1.758, 0.261], [1.203, -2.234, -4.070], [2.711, -5.032, -0.588], [3.011, -0.664, -3.174], [1.788, -4.402, -3.281], [1.483, -4.710, -4.979], [-2.264, -7.117, 1.919], [-5.638, -1.935, -2.085], [1.833, -0.628, 5.437], [-0.556, 1.847, -0.580], [-5.707, -3.386, -3.067], [6.677, 1.723, 0.846], [-3.382, -2.140, -2.505], [-7.138, 1.358, 2.674], [6.387, -1.735, -0.400], [6.890, -4.131, -0.349], [1.459, -2.042, 1.419], [4.495, 2.300, -2.201], [-1.454, -2.885, -0.456], [4.946, -0.045, 1.853], [4.536, 2.645, 1.567], [-4.727, -0.398, 4.018], [0.348, 1.251, 4.820], [4.789, 0.746, 0.551], [-0.513, -3.536, -1.921], [0.108, 0.593, 2.783], [1.991, -0.500, -2.820], [-1.056, 2.168, 3.176], [2.213, -2.609, -0.618], [3.666, 1.844, -3.691], [-2.591, -0.674, 2.650], [-2.049, -6.052, 2.041], [0.630, 0.501, 4.093], [0.038, -2.859, -5.218], [3.656, -0.251, -0.585], [-0.958, -3.935, 4.365], [-2.640, 0.457, 0.709], [-6.218, -2.218, 0.609], [-0.714, -4.370, 3.394], [-0.914, -4.037, 0.915], [5.595, -0.913, 1.736], [1.239, -1.336, 2.207], [-1.832, -6.071, 4.183], [0.422, -2.983, -4.202], [-5.612, -4.757, -0.946], [-3.250, -3.284, -0.680], [3.237, -1.731, -3.102], [4.836, -4.740, -0.464], [-3.670, -2.367, 1.265], [-5.238, 0.225, 3.290], [-1.315, -5.539, 0.804], [6.212, 0.420, -2.450], [-5.232, 1.431, 1.174], [-5.584, -3.741, 1.199], [3.974, 2.011, 0.875], [-6.465, 0.574, 3.575], [3.240, -2.952, -0.558], [5.451, 0.044, -3.993], [-3.218, 0.091, 1.872], [-4.143, -1.422, -0.110], [6.802, 0.317, -0.207], [-7.519, 2.883, 0.304], [-4.526, 0.591, 2.109], [0.182, -3.968, 0.853], [5.425, -0.168, -2.919], [0.248, -6.397, -3.682], [-1.292, 1.506, 1.647], [-0.960, -0.614, 0.085], [-0.102, -5.362, -3.652], [-3.016, -5.549, 2.128], [6.170, 1.167, 0.051], [-0.958, 0.938, -2.529], [2.449, -2.317, 3.661], [-2.206, 1.386, -2.740], [-0.244, 1.004, -1.202], [-5.527, -3.029, 0.371], [-0.978, -2.464, 2.411], [-3.363, -4.336, -0.400], [-2.388, -3.450, 2.403], [2.763, 1.933, -2.181], [-0.393, 0.413, -3.649], [-3.789, -3.071, -2.105], [3.020, 1.752, 1.338], [-1.935, -5.728, -0.070], [3.981, -0.392, 2.224], [-1.227, -5.826, 3.308], [-5.331, -2.982, -2.125], [3.046, -0.383, -4.231], [-0.636, 1.664, 2.412], [5.571, -2.445, -0.435], [-1.679, -5.355, -2.176], [-0.723, -2.727, -3.206], [-8.154, 1.641, 2.911], [5.860, -3.802, -0.407]]}

***

(3)
{"formula": "C2H14N2O4", "method": "ωB97M-V with the def2-TZVPD basis set", "max_force_ev_per_a": 1.71, "e_lumo_ev": 0.6, "e_homo_ev": -9.37, "smiles": "C/N=C\\N.O.O.O.O", "gap_ev": 10.00, "symbols": ["H", "H", "H", "O", "H", "H", "O", "N", "C", "C", "H", "N", "H", "H", "H", "O", "H", "O", "H", "H", "H", "H"], "positions_angstrom": [[1.091, -3.044, 1.040], [-2.111, 0.386, 0.474], [2.535, 0.401, -3.192], [-1.123, 2.725, 0.808], [1.562, 0.402, -1.968], [-0.410, 2.203, -2.092], [0.157, 1.598, -1.633], [-0.928, -1.019, -0.403], [0.042, -1.790, -0.170], [-1.940, -0.685, 0.595], [0.901, -1.820, -0.832], [0.225, -2.587, 0.938], [-0.502, -2.776, 1.584], [-1.713, -0.814, 1.657], [1.742, 0.772, 0.513], [2.371, -0.032, -2.336], [1.421, -0.216, 1.574], [1.768, 0.664, 1.460], [-2.862, -1.206, 0.337], [-0.357, 1.022, -1.010], [-1.554, 3.353, 1.388], [-0.315, 2.463, 1.268]]}

***

(4)
{"formula": "C3H5F3P", "method": "ωB97M-V with the def2-TZVPD basis set", "charge": 1, "max_force_ev_per_a": 8.72, "e_lumo_ev": [-6.6, -6.6], "e_homo_ev": [-15.07, -15.07], "gap_ev": [8.44, 8.44], "symbols": ["C", "C", "H", "H", "P", "F", "H", "F", "F", "H", "C", "H"], "positions_angstrom": [[0.560, 0.501, 0.077], [-0.779, 0.029, -0.051], [0.827, 1.441, 0.394], [-1.153, 0.197, -1.061], [3.514, -0.028, -0.022], [4.429, -0.024, -1.324], [1.456, -1.534, -0.452], [4.516, -0.692, 0.950], [3.705, 1.460, 0.303], [-1.447, 0.575, 0.640], [1.925, -0.716, -0.024], [-1.022, -0.966, 0.080]]}

***

ΔE to the lowest compared entry with this formula, charge and spin for every record listed, in sequence, given in kcal per mole: 76.3; 0.0; 16.6; 66.7.